Density functional theory data (ωB97M-V/def2-TZVPD) for C44H39AsBrNNaOPTe as an isolated structure.

Calculated values
E_HOMO	-5.83	eV
total charge	0
energy above the lowest of the compared OMol25 structures with the same formula, charge and spin	0.000	eV
LUMO	0.0	eV
frontier orbital gap	5.84	eV

Atoms and positions in Å:
Na  1.33  0.41  -0.26
O  1.17  -0.60  1.52
C  0.16  -0.44  2.24
C  -0.74  -1.68  2.24
C  -1.45  -1.97  3.40
C  -2.39  -2.99  3.43
C  -2.68  -3.68  2.26
C  -2.00  -3.39  1.09
C  -1.00  -2.41  1.07
P  0.02  -2.12  -0.44
C  -1.01  -2.84  -1.76
C  -2.23  -2.20  -2.03
C  -3.03  -2.59  -3.09
C  -2.62  -3.63  -3.93
C  -1.41  -4.26  -3.68
C  -0.61  -3.87  -2.61
C  1.35  -3.37  -0.27
C  2.64  -3.01  -0.65
C  3.69  -3.92  -0.56
C  3.46  -5.19  -0.07
C  2.18  -5.56  0.32
C  1.14  -4.65  0.22
H  -1.25  -1.38  4.28
H  -2.91  -3.23  4.35
H  -3.45  -4.45  2.25
H  -2.24  -3.93  0.18
H  -2.57  -1.39  -1.39
H  -3.97  -2.09  -3.27
H  -3.24  -3.93  -4.76
H  -1.08  -5.06  -4.33
H  0.33  -4.38  -2.44
H  2.83  -2.02  -1.03
H  4.69  -3.62  -0.86
H  4.28  -5.90  0.01
H  1.99  -6.55  0.71
H  0.14  -4.95  0.54
C  1.52  0.35  -5.11
Te  0.42  0.60  -3.32
C  1.26  2.52  -2.92
H  2.58  0.43  -4.90
H  1.21  1.10  -5.83
H  1.30  -0.65  -5.49
H  1.09  3.17  -3.77
H  2.33  2.42  -2.73
H  0.76  2.95  -2.06
C  -2.68  5.62  -1.77
C  -2.32  5.83  -0.45
C  -1.79  4.80  0.31
C  -1.60  3.54  -0.25
C  -1.96  3.34  -1.58
C  -2.50  4.37  -2.34
As  -0.90  1.97  0.74
C  -2.60  1.29  1.42
C  -2.75  0.85  2.73
C  -3.95  0.28  3.14
C  -5.00  0.14  2.24
C  -4.84  0.57  0.93
C  -3.64  1.14  0.52
C  -0.04  2.95  2.19
C  -0.68  3.44  3.32
C  0.04  4.14  4.29
C  1.40  4.36  4.13
C  2.04  3.89  2.99
C  1.32  3.20  2.03
H  -3.10  6.43  -2.36
H  -2.46  6.81  0.00
H  -1.52  4.99  1.34
H  -1.83  2.37  -2.05
H  -2.77  4.19  -3.37
H  -1.91  0.88  3.41
H  -4.05  -0.07  4.16
H  -5.93  -0.30  2.56
H  -5.65  0.45  0.22
H  -3.55  1.48  -0.51
H  -1.75  3.30  3.46
H  -0.47  4.51  5.17
H  1.95  4.89  4.89
H  3.09  4.07  2.85
H  1.84  2.85  1.14
Br  8.16  -0.67  0.22
C  6.38  -0.16  -0.04
C  5.80  -0.27  -1.29
C  4.47  0.11  -1.42
N  3.74  0.58  -0.41
C  4.31  0.67  0.79
C  5.63  0.32  1.03
H  6.35  -0.64  -2.14
H  3.97  0.04  -2.38
H  3.69  1.01  1.60
H  6.05  0.40  2.02

=====

Density functional theory data (ωB97M-V/def2-TZVPD) for C44H39AuBN6O5 as an isolated structure.

Calculated values
E_HOMO	-10.36	eV
total charge	+1
LUMO	-3.2	eV
frontier orbital gap	7.16	eV

Atoms and positions in Å:
Au  -1.36  1.22  -1.12
O  -1.30  -1.91  5.60
C  -2.45  -1.21  5.17
C  -2.22  -0.66  3.79
C  -3.23  0.02  3.12
C  -2.97  0.52  1.86
N  -1.81  0.38  1.24
C  -0.84  -0.30  1.86
C  -1.00  -0.82  3.14
C  0.45  -0.50  1.12
C  1.32  -1.52  1.49
C  2.51  -1.70  0.79
C  3.47  -2.81  1.13
O  3.28  -3.36  2.42
C  2.78  -0.84  -0.27
C  1.85  0.13  -0.58
N  0.71  0.30  0.09
H  -1.46  -2.29  6.46
H  -2.69  -0.38  5.84
H  -3.33  -1.87  5.14
H  -4.20  0.16  3.58
H  -3.74  1.06  1.32
H  -0.20  -1.33  3.65
H  1.08  -2.21  2.29
H  4.49  -2.46  0.98
H  3.31  -3.64  0.43
H  3.52  -2.70  3.08
H  3.69  -0.92  -0.84
H  2.02  0.81  -1.41
N  -1.72  -0.29  -2.53
C  -0.70  -0.74  -3.21
C  0.22  0.19  -3.88
C  1.55  -0.17  -4.13
C  2.42  0.73  -4.73
C  1.97  2.00  -5.08
C  0.64  2.36  -4.85
C  -0.22  1.46  -4.25
C  -0.41  -2.19  -3.25
C  -0.57  -2.92  -2.07
C  -0.30  -4.28  -2.05
C  0.11  -4.92  -3.22
C  0.25  -4.20  -4.40
C  0.01  -2.83  -4.41
H  1.91  -1.14  -3.83
H  3.44  0.45  -4.92
H  2.65  2.71  -5.53
H  0.29  3.34  -5.14
H  -1.26  1.73  -4.08
H  -0.88  -2.41  -1.17
H  -0.40  -4.84  -1.13
H  0.31  -5.98  -3.21
H  0.55  -4.70  -5.31
H  0.10  -2.27  -5.33
C  5.72  -0.56  4.11
C  4.80  0.50  3.56
C  3.42  0.43  3.71
C  2.59  1.41  3.22
C  3.12  2.52  2.56
N  2.19  3.48  2.11
C  2.45  4.72  1.58
O  3.54  5.23  1.47
N  1.30  5.43  1.21
C  0.07  4.95  0.76
C  -1.07  5.76  0.84
C  -2.28  5.27  0.40
C  -2.34  3.99  -0.13
N  -1.25  3.23  -0.25
C  -0.08  3.70  0.18
C  4.50  2.62  2.40
C  5.31  1.61  2.89
H  5.15  -1.41  4.49
H  6.32  -0.17  4.93
H  6.40  -0.93  3.34
H  2.99  -0.41  4.25
H  1.51  1.33  3.36
H  1.23  3.28  2.33
H  1.47  6.42  1.16
H  -0.99  6.75  1.27
H  -3.17  5.87  0.46
H  -3.27  3.57  -0.51
H  0.77  3.04  0.03
H  4.92  3.47  1.90
H  6.38  1.70  2.75
O  -3.34  -2.14  -3.14
B  -2.98  -1.00  -2.43
O  -4.02  -0.52  -1.66
C  -5.06  -1.39  -1.89
C  -6.34  -1.36  -1.39
C  -7.20  -2.37  -1.81
C  -6.79  -3.35  -2.70
C  -5.49  -3.37  -3.21
C  -4.65  -2.37  -2.78
H  -6.65  -0.59  -0.70
H  -8.22  -2.38  -1.44
H  -7.48  -4.12  -3.01
H  -5.15  -4.13  -3.90

=====

Density functional theory data (ωB97M-V/def2-TZVPD) for C44H39BiBrN10O4S as an isolated structure.

Calculated values
E_HOMO (alpha / beta)	-9.86 / -9.79	eV
total charge	+1
energy above the lowest of the compared OMol25 structures with the same formula, charge and spin	1.220	eV
LUMO (alpha / beta)	-3.8 / -3.8	eV
frontier orbital gap (alpha / beta)	6.10 / 6.02	eV

Atoms and positions in Å:
Bi  -0.09  -0.59  0.26
C  -0.45  -3.65  1.92
C  0.75  -4.55  1.52
C  2.15  -4.01  1.52
C  3.18  -4.87  1.94
C  4.48  -4.43  1.92
C  4.74  -3.13  1.51
C  3.67  -2.35  1.12
N  2.41  -2.79  1.09
N  -1.24  -3.03  0.83
C  -1.50  -4.00  -0.25
C  -0.82  -3.82  -1.59
C  -0.82  -4.90  -2.47
C  -0.43  -4.70  -3.78
C  -0.05  -3.42  -4.18
C  -0.02  -2.43  -3.22
N  -0.39  -2.62  -1.95
C  -2.54  -2.57  1.34
C  -2.56  -1.40  2.28
C  -3.42  -1.39  3.37
C  -3.57  -0.21  4.09
C  -2.89  0.92  3.68
C  -2.04  0.82  2.59
N  -1.86  -0.32  1.93
H  -0.11  -2.86  2.61
H  -1.12  -4.30  2.49
H  0.58  -4.97  0.52
H  0.75  -5.39  2.21
H  2.94  -5.87  2.28
H  5.29  -5.08  2.24
H  5.74  -2.72  1.50
H  3.82  -1.33  0.81
H  -2.57  -3.96  -0.49
H  -1.32  -5.02  0.10
H  -1.14  -5.88  -2.14
H  -0.44  -5.51  -4.49
H  0.22  -3.20  -5.20
H  0.32  -1.43  -3.48
H  -3.09  -3.41  1.79
H  -3.10  -2.22  0.47
H  -3.97  -2.27  3.64
H  -4.23  -0.18  4.95
H  -3.00  1.86  4.18
H  -1.51  1.68  2.23
S  1.07  0.07  2.52
C  1.06  1.81  2.27
N  1.53  2.53  3.28
N  1.65  3.81  3.18
C  2.15  4.59  4.23
C  2.53  4.01  5.44
C  3.03  4.81  6.45
C  3.14  6.18  6.27
C  2.76  6.75  5.06
C  2.27  5.96  4.04
N  0.67  2.45  1.16
N  0.17  1.80  0.17
C  -0.16  2.55  -0.96
C  -0.40  1.90  -2.17
C  -0.67  2.62  -3.32
C  -0.70  4.01  -3.28
C  -0.47  4.67  -2.08
C  -0.21  3.95  -0.93
H  1.40  4.28  2.31
H  2.43  2.94  5.56
H  3.33  4.36  7.39
H  3.51  6.81  7.07
H  2.86  7.82  4.91
H  1.98  6.40  3.09
H  -0.35  0.82  -2.21
H  -0.86  2.10  -4.25
H  -0.90  4.57  -4.18
H  -0.49  5.75  -2.05
H  -0.05  4.46  0.01
Br  6.48  0.31  -3.63
C  4.77  0.19  -2.83
C  4.17  1.32  -2.31
C  2.92  1.18  -1.74
N  2.26  0.02  -1.66
C  2.87  -1.06  -2.17
C  4.12  -1.03  -2.76
H  4.65  2.29  -2.36
H  2.41  2.05  -1.33
H  2.32  -1.99  -2.09
H  4.57  -1.92  -3.17
O  -3.33  1.33  0.00
C  -3.05  0.56  -0.91
O  -2.11  -0.32  -0.94
C  -3.83  0.63  -2.21
C  -5.06  1.27  -2.29
C  -5.71  1.39  -3.51
C  -5.12  0.92  -4.67
C  -3.89  0.28  -4.58
C  -3.25  0.11  -3.36
N  -3.23  -0.20  -5.79
O  -2.08  -0.61  -5.68
O  -3.84  -0.17  -6.83
H  -5.49  1.67  -1.38
H  -6.67  1.88  -3.56
H  -5.58  1.03  -5.64
H  -2.31  -0.42  -3.31

=====

Respective electronic energy values: -201676.586; -69807.518; -156061.589 eV.